This record from OMol25 describes a cluster of 2 separate species, Cl4N4 in total at a distorted geometry. The level of theory is the ωB97M-V functional and the def2-TZVPD basis.

Last column: natural (NBO) charge in e.
Geometry (Å):
N (0.25, -1.57, -0.49)  -0.04
N (1.19, -0.94, -0.43)  -0.11
N (-1.34, 0.08, 0.70)  -0.20
N (-0.96, 1.27, 0.29)  -0.20
Cl (2.81, -1.52, -1.04)  -0.07
Cl (-2.43, -0.59, -0.29)  0.29
Cl (0.47, 1.91, 1.01)  0.23
Cl (-0.75, 1.61, -1.46)  0.10

Summary:
M, g mol⁻¹: 197.84
HOMO-LUMO gap (spin up / spin down), Ha: 0.1670 / 0.1226
Energy relative to the best compared isomer or geometry (same formula, charge and spin), kcal per mole: 64.9
E_LUMO (spin up / spin down), eV: -3.2 / -3.9
Energy, eV: -56041.1679
HOMO level (spin up / spin down), eV: -7.722 / -7.220